Record 1
Computed, not measured: 3 unconnected molecules or ions with the total composition H5O3, with ωB97M-V/def2-TZVPD.

The geometry in XYZ format:
```
8
Properties=species:S:1:pos:R:3:forces:R:3
O -0.57319 -0.36355 -0.16214 -0.26 -0.65 0.03
H -1.00665 -0.99642 0.42403 0.04 0.36 0.03
O -0.66139 1.92514 0.79111 0.50 -1.06 -0.62
H -1.49009 1.63673 1.17086 -0.40 0.29 0.29
H -0.47138 0.92248 0.30736 -0.35 1.06 0.67
O 1.48561 -1.38610 -1.05302 -0.40 -0.48 0.23
H 2.14231 -0.70897 -0.90245 0.05 0.23 0.12
H 0.57478 -1.02931 -0.57575 0.83 0.25 -0.75
```
Positions in Å, forces in eV/Å.

Output
energy relative to the best compared isomer or geometry (same formula, charge and spin) = 0.262 eV
HOMO-LUMO gap = 9.582 eV
charge = -1
E_LUMO = 0.1854 hartree
molar mass = 53.04 g/mol
HOMO energy = -4.538 eV
maximum force = 1.3 eV/A

---

Record 2
Computed, not measured: a molecular structure, C19H31AlBBeCaClF13IMgN3O10PS2, with ωB97M-V/def2-TZVPD.

The geometry in XYZ format:
```
86
Properties=species:S:1:pos:R:3:forces:R:3
C -4.58476 0.82106 4.98617 -1.00 0.96 -0.36
C -4.25356 0.24374 3.48135 0.45 -0.31 0.56
O -4.90285 1.14021 2.51506 3.73 -0.88 0.20
C -3.95002 1.74994 1.57710 -2.89 3.71 -2.20
C -4.76166 3.15587 1.17349 -0.90 -0.37 1.24
C -5.53425 3.81143 2.49389 -0.90 0.93 -1.43
F -4.64732 4.00934 3.66450 -1.08 -0.91 -1.89
N -2.63572 2.31211 2.07099 3.36 -2.38 -1.25
C -1.52232 1.87870 1.37040 -0.57 -1.48 -1.47
C 0.06876 2.24545 1.51705 -1.59 0.16 -1.49
S 0.85761 1.72611 3.13498 11.45 -0.63 -1.42
O 1.54638 0.32558 2.96781 -4.51 4.60 0.85
O 1.98482 2.77858 3.43371 -5.82 -3.37 -0.69
S -1.90295 0.62534 -0.02029 -0.52 2.90 2.81
C -3.71985 1.09303 0.08644 -0.41 1.56 -0.80
C -4.85597 0.10490 -0.56165 0.17 -0.18 -0.45
C -5.06971 0.62469 -2.13706 5.44 -3.35 -3.96
O -4.19493 0.16122 -3.05484 -5.98 3.33 6.25
I -6.68155 2.03385 -2.63256 1.23 -0.72 -0.10
H -5.25345 1.80586 4.89279 1.78 -1.82 0.34
H -3.63970 1.05358 5.63826 -3.09 -0.85 -0.82
H -5.27178 0.05224 5.58536 1.64 1.03 0.13
H -3.12451 0.01770 3.27755 -1.86 0.43 0.38
H -4.82569 -0.80069 3.39969 2.18 1.10 -0.58
H -3.98139 3.88594 0.69201 -1.76 -1.34 0.85
H -5.63644 2.85148 0.42937 1.89 0.85 1.40
H -6.50918 3.19761 2.79205 2.48 1.15 -0.34
H -5.91638 4.88385 2.17320 0.96 -2.19 0.82
H -2.45106 2.97199 2.85789 -1.07 -0.34 -1.07
H 0.63084 1.65012 0.65030 -0.84 1.06 2.14
H 0.29993 3.38116 1.32217 -0.43 -1.97 0.67
H -0.04229 1.77271 4.21603 -0.59 -0.03 -0.40
H -3.76595 2.04891 -0.62749 0.22 -1.97 1.66
H -4.47498 -1.02407 -0.62037 -0.99 2.52 0.20
H -5.87088 0.21869 0.01294 2.03 -0.30 -1.00
F 5.28015 3.41283 3.09397 -0.71 -0.89 -1.93
Al 4.97224 2.71496 1.46247 1.33 -0.05 -0.27
F 4.85621 0.92218 1.58856 -0.32 2.18 -0.02
F 6.32514 3.15273 0.35722 -1.97 -0.55 1.58
F 3.42751 3.37223 0.81019 0.91 -0.84 0.82
Ca -1.86531 1.53494 5.63533 2.67 0.66 0.71
O -4.95896 3.60248 -5.19895 -0.94 1.56 1.41
H -4.79090 2.80014 -5.65854 0.30 -1.86 -1.25
B 6.77576 -0.10901 -1.89678 1.44 0.44 2.20
O 6.43947 -1.09895 -2.92567 -0.67 0.12 -0.48
C 5.33861 -0.66105 -3.55156 0.66 -4.26 -2.71
O 4.79073 -1.25300 -4.46740 0.72 0.85 1.36
C 4.91983 0.59018 -2.98090 -1.48 4.55 2.01
O 3.95295 1.25021 -3.32556 1.05 -1.08 0.28
O 5.75661 0.94144 -1.99501 -0.75 -0.65 -1.19
F 8.09530 0.44825 -2.15037 -0.98 -1.14 0.40
F 6.73654 -0.72322 -0.57880 0.51 0.47 -1.86
C -0.44925 -2.12209 1.65028 -0.04 0.10 -0.05
C -1.10810 -3.30403 2.30446 0.11 -1.04 0.50
O -2.32350 -3.47999 2.26448 -0.25 0.55 0.05
N -0.31429 -4.19965 2.95930 -0.93 0.85 -0.48
C 1.11997 -4.17236 3.11876 0.17 -0.38 0.18
H -1.20925 -1.49982 1.16972 0.10 -0.48 0.20
H 0.06721 -1.51857 2.40139 0.27 -0.07 -0.21
H 0.25367 -2.46187 0.88503 0.12 0.21 0.16
H -0.83055 -4.96775 3.37361 0.14 0.12 -0.16
H 1.52676 -5.08856 2.68408 0.25 0.20 0.08
H 1.34175 -4.15267 4.18838 0.29 0.03 -0.14
H 1.57641 -3.30690 2.63647 -0.13 -0.15 0.06
C 9.48860 -6.02526 -2.24430 0.69 -0.11 -0.92
C 8.35553 -5.23886 -2.89601 -0.94 -0.52 4.76
C 8.10864 -3.88559 -2.22654 -1.72 -1.33 1.19
C 7.72719 -4.09506 -0.77020 -1.94 -0.92 8.05
N 7.41078 -4.26895 0.43802 2.59 1.33 -9.63
H 9.26290 -6.27043 -1.20170 -0.24 0.24 -0.06
H 9.64778 -6.97064 -2.77255 0.02 0.17 0.10
H 10.42577 -5.45759 -2.27046 -0.05 -0.13 0.09
H 7.44034 -5.84265 -2.86318 0.15 0.39 -0.53
H 8.59692 -5.07716 -3.95236 0.46 0.24 -2.68
H 7.29803 -3.35586 -2.73784 0.14 0.23 0.30
H 9.00741 -3.26134 -2.27762 0.54 0.40 -0.06
F -9.48050 2.72308 -5.28276 1.08 -4.45 3.50
P -8.74009 3.82206 -6.10351 -3.52 0.75 -0.51
F -8.38864 3.72318 -7.61840 -0.53 0.51 -4.18
F -10.23975 3.91739 -6.51665 -3.17 2.84 -2.64
F -7.52503 2.85062 -6.19762 4.68 -2.62 1.88
F -8.14604 4.34328 -4.76032 1.95 -0.97 5.18
F -8.66109 5.37159 -6.24502 0.20 3.80 -2.78
Be 10.03566 -1.85236 -1.23559 -0.51 0.51 -0.08
Cl 7.57921 -4.29430 -5.04914 0.19 0.15 -0.57
Mg -6.31359 -0.28641 4.17131 -4.11 -0.89 -0.45
```
Positions in Å, forces in eV/Å.

Output
HOMO-LUMO gap = 1.009 eV
charge = +2
E_LUMO = -0.3917 hartree
molar mass = 1077.10 g/mol
HOMO energy = -11.669 eV
maximum force = 11.6 eV/A

---

Record 3
Computed, not measured: C12H14BrNO3 in the gas phase, with ωB97M-V/def2-TZVPD.

The geometry in XYZ format:
```
31
Properties=species:S:1:pos:R:3:forces:R:3
C -6.77285 2.01596 0.15668 1.04 0.42 -6.06
H -7.53267 1.39905 -0.21363 -1.69 -0.68 0.65
H -6.53096 2.04738 1.12684 0.93 -0.46 3.47
H -6.90720 3.01543 -0.26538 0.25 -0.18 0.13
O -5.62993 1.37713 -0.74552 -3.21 3.30 3.22
C -5.38554 0.18551 -0.34786 -0.65 -3.71 0.48
O -6.06687 -0.61255 0.44043 3.50 4.18 -3.70
C -4.08700 -0.05498 -1.27631 -0.53 2.09 2.92
H -4.33884 0.03264 -2.31536 -0.08 -0.02 -0.29
H -3.27603 0.63173 -0.92009 -1.14 0.54 -0.71
C -3.62898 -1.27989 -0.79619 1.76 -8.24 -4.64
C -3.10135 -1.45302 0.50581 1.58 -0.39 5.81
C -1.73258 -0.86786 0.60244 -3.43 11.91 4.36
O -1.75711 0.55292 1.12460 0.46 -7.41 -2.78
N -0.63572 -1.35320 0.17218 -1.65 -6.13 -0.23
C 0.61073 -0.89007 0.33347 4.01 -4.68 -4.43
C 1.07391 0.27809 0.61859 -2.70 8.22 3.02
C 2.31350 0.80229 0.53018 5.74 3.42 -3.21
C 3.41410 0.08533 -0.08947 -8.34 -2.78 2.96
C 2.94465 -1.26900 -0.26802 0.97 -0.18 -2.60
C 1.61592 -1.73350 -0.35823 1.51 6.99 4.14
H 1.27796 -2.64337 -0.39160 -0.80 -5.54 -1.23
H 3.72352 -1.87882 -0.69754 0.07 -0.78 0.11
Br 5.05576 0.60438 -0.01419 4.05 1.20 -0.30
H 2.62286 2.03212 0.48515 -1.66 -3.41 1.02
H 0.37061 1.14020 0.92607 0.58 -2.00 -0.30
H -0.72836 -2.48353 0.00759 0.57 3.65 0.18
H -2.73089 -2.42304 0.83263 -1.27 -1.50 -0.86
H -3.82487 -1.20952 1.41631 1.81 0.32 -2.00
H -2.77547 -1.81877 -1.46819 -1.59 1.53 0.73
H -4.39762 -2.06333 -0.93436 -0.07 0.31 0.14
```
Positions in Å, forces in eV/Å.

Output
energy relative to the best compared isomer or geometry (same formula, charge and spin) = 8.959 eV
HOMO-LUMO gap = 8.621 eV
E_LUMO = 0.0060 hartree
molar mass = 300.15 g/mol
HOMO energy = -8.457 eV
maximum force = 13.1 eV/A

---

Record 4
Computed, not measured: 8 unconnected molecules or ions with the total composition C21H45Br8N3O6, with ωB97M-V/def2-TZVPD.

The geometry in XYZ format:
```
83
Properties=species:S:1:pos:R:3:forces:R:3
C -3.01867 -13.03853 1.19470 -0.40 0.21 0.35
C -2.40903 -14.42291 1.00162 1.34 1.49 0.34
O -1.42643 -14.65143 2.12010 -1.47 -0.42 -0.67
C -0.12046 -14.78891 1.92223 1.18 0.31 -2.59
O 0.49914 -14.65022 0.85432 -1.54 -0.22 2.18
O 0.43588 -15.10273 3.09006 0.02 0.39 -0.27
C 1.87560 -15.11873 3.18671 -0.32 0.56 0.60
H -2.38459 -12.18028 1.41708 0.65 -0.42 -0.27
H -3.70549 -13.05877 2.04085 -0.21 -0.12 -0.06
H -3.58031 -12.77643 0.29806 -0.16 -0.08 -0.01
H -1.90068 -14.48409 0.03936 0.24 -0.19 0.24
H -3.26382 -15.09913 1.01401 0.65 -0.63 0.53
H 2.41673 -14.80002 2.29581 -0.44 -0.85 -0.39
H 2.07293 -16.10187 3.61400 0.62 0.18 -0.40
H 2.15030 -14.33345 3.89098 -0.18 -0.20 0.45
C -3.33700 -5.30189 7.96384 2.29 2.25 1.19
O -4.02669 -5.91799 7.25574 -3.53 -2.97 -2.14
N -2.08784 -4.95907 7.56304 0.30 0.86 3.08
C -1.34923 -3.97453 8.37469 -0.06 0.36 0.24
C -1.52292 -5.56072 6.41183 0.54 0.17 -1.11
H -3.66919 -4.90202 8.93439 0.24 0.14 0.16
H -0.64485 -3.39721 7.77582 -0.10 -0.17 -0.15
H -0.83841 -4.28018 9.28778 0.56 -1.19 -0.36
H -1.99607 -3.25685 8.87930 -0.69 0.19 -0.77
H -2.10458 -6.38129 5.99181 -0.38 0.26 0.43
H -1.50446 -4.76355 5.66867 0.58 -0.28 -0.54
H -0.53752 -5.98334 6.60801 0.21 0.35 0.02
C -14.16461 -9.90174 7.39954 1.72 -0.02 0.53
O -14.36294 -10.43958 8.47251 -0.70 0.23 0.01
N -14.24864 -8.56761 7.15790 -0.27 0.62 -0.01
C -13.97946 -7.88346 5.88986 0.68 -0.29 0.12
C -14.76861 -7.69247 8.23585 0.16 -0.96 -0.33
H -13.61733 -10.49413 6.65003 -0.53 0.28 -0.74
H -12.97017 -7.47189 5.89658 -0.05 0.73 0.45
H -14.74300 -7.11851 5.74857 0.20 0.04 -0.14
H -13.87930 -8.47192 4.97785 -0.79 -0.76 0.32
H -14.62174 -8.23381 9.17045 -0.48 -0.05 -0.08
H -14.24276 -6.74659 8.36583 0.20 -0.03 -0.61
H -15.81705 -7.51568 7.99582 -0.10 0.21 0.50
C -8.40499 -6.65485 12.18051 1.15 0.85 -2.01
O -8.56488 -7.43541 13.07799 -0.84 -0.33 0.36
N -9.15320 -6.45139 11.03718 -1.39 -1.70 3.33
C -8.84554 -5.62378 9.98423 0.83 2.20 -1.40
C -10.31912 -7.26325 10.87054 -0.38 -1.38 -0.16
H -7.47994 -6.06392 12.09521 0.13 0.30 0.22
H -7.77126 -5.45156 9.91836 0.08 -0.17 -0.33
H -9.29081 -4.63280 10.07252 -0.18 0.30 0.15
H -9.27631 -6.00764 9.05946 0.48 -0.30 -0.14
H -10.09445 -7.87197 9.99471 -0.30 -0.64 0.06
H -10.46259 -7.86304 11.76930 0.20 -0.21 -0.23
H -11.29996 -6.83936 10.65518 0.25 1.03 0.11
Br -9.01561 -10.17215 5.86761 0.62 0.39 0.00
C -7.37933 -9.18073 5.39077 -1.15 2.32 0.16
C -6.35673 -10.04231 4.84314 1.17 -1.57 -0.42
Br -5.03630 -8.87479 3.88751 -0.60 -0.89 0.43
H -7.06745 -8.49357 6.17731 -0.08 -0.59 0.48
H -7.60207 -8.48555 4.58131 -0.83 -0.15 0.02
H -6.88774 -10.73082 4.18580 0.66 0.14 -0.66
H -5.82781 -10.67014 5.56019 0.22 0.35 0.01
Br -3.88822 -8.18975 12.25764 0.31 0.33 0.09
C -4.61387 -9.88857 11.70903 0.53 -0.46 -0.63
C -4.67332 -9.93127 10.20505 -1.26 -0.09 -0.64
Br -5.55881 -11.70388 9.71746 0.60 1.20 0.14
H -5.59398 -9.92895 12.18427 0.24 -0.39 -0.18
H -3.91847 -10.68606 11.97082 -0.30 0.18 0.78
H -3.74293 -9.86024 9.64164 0.10 -0.38 0.50
H -5.30232 -9.12412 9.82960 -0.27 -0.32 -0.12
Br -7.36519 -15.54705 3.34944 -0.40 0.44 -0.64
C -8.96177 -14.82829 2.36021 -0.04 -0.93 1.14
C -9.48179 -15.92906 1.43941 0.20 0.98 0.50
Br -11.23973 -15.26260 0.83965 0.49 -0.25 -0.31
H -8.72030 -13.89593 1.84983 0.21 -0.31 0.03
H -9.64076 -14.63947 3.19174 -0.03 0.11 -0.30
H -9.69923 -16.87647 1.93259 0.25 0.27 0.01
H -8.72786 -16.02928 0.65860 -0.66 -0.28 -0.43
Br -9.56715 -4.32458 5.26852 -0.04 0.53 -0.37
C -10.42281 -2.68755 4.56431 0.10 0.48 0.02
C -11.89636 -2.87234 4.77996 -0.08 -0.68 -0.18
Br -12.95760 -1.21714 4.45367 0.68 -1.02 0.28
H -10.22394 -2.58528 3.49750 0.37 -0.13 0.21
H -10.03172 -1.82898 5.11021 0.15 -0.26 -0.01
H -12.03127 -3.31697 5.76597 -0.59 0.72 0.12
H -12.18737 -3.64629 4.06976 -0.58 0.32 -0.05
```
Positions in Å, forces in eV/Å.

Output
energy relative to the best compared isomer or geometry (same formula, charge and spin) = 0.671 eV
HOMO-LUMO gap = 9.381 eV
E_LUMO = 0.0045 hartree
molar mass = 1074.84 g/mol
HOMO energy = -9.257 eV
maximum force = 5.1 eV/A